(1)
Below is 6 unconnected molecules or ions with the total composition C34H57BBrFN5O5P2 at a distorted geometry, with properties calculated with the ωB97M-V functional and the def2-TZVPD basis.

## Properties
Energy above the lowest of the compared OMol25 structures with the same formula, charge and spin, kcal/mol: 0.0
Total charge: -1
LUMO, hartree: 0.063
E_HOMO, eV: -4.5

Cartesian coordinates (Å):
1 C -0.579 -2.725 -3.678
2 C -0.479 -3.341 -2.268
3 C -0.239 -2.285 -1.160
4 C -1.354 -2.324 -0.102
5 C -0.809 -1.978 1.310
6 C -1.108 -0.503 1.695
7 C 0.119 0.213 2.290
8 C -0.154 0.951 3.614
9 C -0.506 2.432 3.379
10 C 0.650 3.428 3.440
11 P 1.825 3.255 4.919
12 O 1.287 4.797 5.582
13 C 2.041 5.816 5.103
14 F 2.037 6.906 5.937
15 C 3.447 5.276 4.713
16 B 4.168 6.059 3.526
17 O 3.454 6.249 2.380
18 O 5.476 6.513 3.589
19 C 6.340 6.009 2.559
20 C 6.919 4.669 2.924
21 P 4.353 5.076 6.358
22 O 5.648 4.164 5.894
23 Br 5.139 7.202 6.632
24 O 3.157 4.050 4.090
25 H -1.403 -3.149 -4.247
26 H 0.317 -2.885 -4.264
27 H -0.788 -1.667 -3.596
28 H -1.379 -3.913 -2.082
29 H 0.361 -4.030 -2.248
30 H 0.726 -2.503 -0.725
31 H -0.220 -1.279 -1.562
32 H -2.117 -1.613 -0.391
33 H -1.834 -3.297 -0.057
34 H -1.273 -2.632 2.035
35 H 0.262 -2.101 1.281
36 H -1.943 -0.513 2.387
37 H -1.423 0.047 0.817
38 H 0.929 -0.485 2.468
39 H 0.506 0.915 1.560
40 H 0.652 0.808 4.315
41 H -1.030 0.487 4.063
42 H -0.904 2.483 2.365
43 H -1.327 2.727 4.021
44 H 1.220 3.451 2.518
45 H 0.198 4.415 3.512
46 H 0.836 2.518 5.693
47 H 2.377 2.019 4.382
48 H 2.722 3.035 6.054
49 H 1.603 6.148 4.149
50 H 3.961 6.855 1.814
51 H 7.149 6.726 2.475
52 H 5.836 5.950 1.595
53 H 7.405 4.786 3.882
54 H 7.663 4.356 2.201
55 H 6.142 3.928 3.045
56 H 6.340 4.237 6.570
57 N 0.072 1.450 8.219
58 C -0.506 0.267 7.866
59 C -0.338 -0.614 8.903
60 C 0.373 0.071 9.924
61 C 0.611 1.343 9.468
62 H 0.108 2.271 7.635
63 H -0.985 0.153 6.908
64 H -0.684 -1.634 8.926
65 H 0.678 -0.323 10.880
66 H 1.116 2.177 9.924
67 N 3.434 0.627 -2.281
68 C 3.529 -0.653 -1.805
69 C 3.538 -0.591 -0.436
70 C 3.440 0.779 -0.072
71 C 3.376 1.505 -1.230
72 H 3.409 0.883 -3.250
73 H 3.580 -1.492 -2.478
74 H 3.604 -1.433 0.232
75 H 3.417 1.185 0.927
76 H 3.294 2.565 -1.396
77 N -1.779 -7.207 -2.283
78 C -2.494 -8.358 -2.472
79 C -2.769 -8.886 -1.239
80 C -2.199 -8.018 -0.269
81 C -1.598 -6.991 -0.946
82 H -1.437 -6.610 -3.014
83 H -2.744 -8.699 -3.462
84 H -3.318 -9.794 -1.052
85 H -2.229 -8.133 0.802
86 H -1.058 -6.129 -0.593
87 N -3.310 -0.831 -6.007
88 C -3.285 -0.549 -7.345
89 C -4.297 -1.252 -7.941
90 C -4.961 -1.984 -6.920
91 C -4.329 -1.701 -5.739
92 H -2.676 -0.457 -5.324
93 H -2.551 0.124 -7.756
94 H -4.536 -1.243 -8.991
95 H -5.806 -2.642 -7.039
96 H -4.516 -2.044 -4.735
97 N -6.171 -1.625 -12.971
98 C -6.881 -2.783 -13.141
99 C -7.161 -3.288 -11.900
100 C -6.600 -2.399 -10.944
101 C -5.999 -1.383 -11.636
102 H -5.828 -1.043 -13.713
103 H -7.123 -3.145 -14.125
104 H -7.707 -4.194 -11.698
105 H -6.635 -2.495 -9.872
106 H -5.465 -0.512 -11.296

Atoms 1-6, force components in eV/Å:
-0.3570 -0.3923 0.1678
0.4002 0.8062 -0.5913
-0.9535 -0.9374 -0.1354
0.8331 -0.1228 0.7654
-0.9880 1.0854 -0.9878
0.7707 -0.5032 0.0539

(2)
Below is a molecular structure, C34H57CdN3O3Si at a distorted geometry, with properties calculated with the ωB97M-V functional and the def2-TZVPD basis.

## Properties
Energy above the lowest of the compared OMol25 structures with the same formula, charge and spin, kcal/mol: 0.0
LUMO, hartree: 0.011
E_HOMO, eV: -7.1

Cartesian coordinates (Å):
1 O 0.826 -2.221 -2.251
2 O -2.109 -2.526 -6.126
3 C 2.183 -2.653 -2.706
4 C 2.864 -3.450 -1.626
5 H 2.719 -1.728 -2.943
6 H 1.992 -3.219 -3.627
7 H 3.067 -2.835 -0.741
8 H 3.825 -3.800 -2.011
9 H 2.270 -4.322 -1.334
10 C -0.146 -3.259 -1.814
11 C -0.182 -4.407 -2.787
12 H -1.106 -2.742 -1.716
13 H 0.182 -3.559 -0.814
14 H -0.576 -4.108 -3.765
15 H -0.859 -5.165 -2.385
16 H 0.803 -4.864 -2.909
17 C -2.972 -2.050 -5.105
18 C -1.287 -1.497 -6.664
19 C -3.808 -3.199 -4.576
20 H -3.639 -1.271 -5.519
21 H -2.394 -1.587 -4.280
22 H -4.171 -3.830 -5.392
23 H -4.667 -2.799 -4.036
24 H -3.220 -3.816 -3.889
25 C -0.878 -1.895 -8.069
26 H -0.385 -1.372 -6.032
27 H -1.816 -0.524 -6.688
28 H -0.292 -2.818 -8.046
29 H -0.285 -1.102 -8.527
30 H -1.770 -2.065 -8.680
31 H 0.666 -1.159 -2.194
32 N 1.715 1.277 1.062
33 C 1.586 2.515 1.519
34 C 0.420 3.285 1.356
35 C -0.882 2.835 1.101
36 C 2.750 3.170 2.227
37 H 3.663 3.141 1.615
38 H 2.965 2.689 3.191
39 H 2.502 4.219 2.423
40 C -1.976 3.877 1.176
41 H -2.416 3.912 2.184
42 H -2.781 3.689 0.453
43 H -1.548 4.866 0.966
44 N -1.199 1.559 0.864
45 C 2.818 0.440 1.363
46 C 3.797 0.188 0.370
47 C 3.806 0.922 -0.936
48 C 4.779 -0.768 0.608
49 H 5.514 -0.969 -0.173
50 C 4.841 -1.437 1.831
51 H 5.620 -2.178 2.011
52 C 3.905 -1.156 2.827
53 H 3.946 -1.661 3.794
54 C 2.901 -0.215 2.615
55 C 1.897 0.029 3.696
56 C -2.455 1.037 1.247
57 C -3.385 0.646 0.258
58 C -3.071 0.857 -1.190
59 C -4.589 0.062 0.637
60 H -5.277 -0.266 -0.144
61 C -4.910 -0.088 1.984
62 H -5.863 -0.534 2.274
63 C -4.013 0.333 2.965
64 H -4.250 0.222 4.027
65 C -2.784 0.886 2.617
66 C -1.817 1.283 3.684
67 Cd 0.278 0.323 -0.472
68 H 3.563 0.251 -1.775
69 H 4.812 1.319 -1.141
70 H 3.108 1.766 -0.957
71 H 1.576 1.074 3.746
72 H 2.336 -0.236 4.667
73 H 1.000 -0.596 3.577
74 H -3.981 0.740 -1.792
75 H -2.345 0.116 -1.563
76 H -2.664 1.858 -1.390
77 H -0.829 0.834 3.524
78 H -2.186 0.930 4.655
79 H -1.690 2.373 3.754
80 H 0.518 4.346 1.578
81 C 0.599 0.440 -2.797
82 Si 0.403 2.206 -3.428
83 H 1.613 0.193 -3.127
84 H -0.113 -0.080 -3.446
85 C 1.598 2.359 -4.880
86 C 0.795 3.596 -2.234
87 C -1.351 2.430 -4.055
88 H -1.779 1.485 -4.419
89 H -1.325 3.138 -4.896
90 H -2.012 2.839 -3.281
91 H 2.611 2.050 -4.588
92 H 1.643 3.401 -5.222
93 H 1.276 1.730 -5.722
94 H 1.541 3.328 -1.473
95 H -0.112 3.949 -1.720
96 H 1.200 4.436 -2.824
97 O -0.937 -1.980 2.690
98 C -0.383 -1.821 1.645
99 N 0.190 -1.628 0.603

Atoms 1-6, force components in eV/Å:
0.5701 -0.3573 -0.5219
-0.0250 0.4384 0.1596
-0.8214 0.1488 0.1347
0.1953 0.0661 0.1981
-0.2780 -0.1955 0.0655
0.2667 0.1922 0.2376

(3)
Below is a molecular structure, C34H57EuF3N2O2Si at a distorted geometry, with properties calculated with the ωB97M-V functional and the def2-TZVPD basis.

## Properties
Multiplicity: 8
<S²>: 15.7604
LUMO (alpha / beta), hartree: 0.021 / 0.020
E_HOMO (alpha / beta), eV: -6.9 / -7.4

Cartesian coordinates (Å):
1 O 1.949 -2.223 -1.711
2 O 0.674 -0.667 -3.388
3 C 3.222 -2.708 -1.262
4 C 3.251 -3.415 0.075
5 H 3.862 -1.816 -1.234
6 H 3.621 -3.362 -2.052
7 H 2.876 -2.776 0.881
8 H 4.291 -3.651 0.306
9 H 2.692 -4.352 0.051
10 C 0.752 -2.902 -1.267
11 C 0.342 -3.998 -2.205
12 H -0.017 -2.120 -1.226
13 H 0.890 -3.268 -0.237
14 H 0.093 -3.591 -3.190
15 H -0.553 -4.486 -1.800
16 H 1.138 -4.743 -2.314
17 C -0.549 -0.214 -4.021
18 C 1.730 -0.908 -4.349
19 C -1.687 -1.062 -3.514
20 H -0.448 -0.304 -5.116
21 H -0.689 0.854 -3.780
22 H -1.528 -2.111 -3.802
23 H -2.636 -0.729 -3.949
24 H -1.782 -1.000 -2.421
25 C 1.481 -2.157 -5.147
26 H 2.659 -0.991 -3.769
27 H 1.793 -0.011 -4.990
28 H 1.545 -3.043 -4.509
29 H 2.261 -2.226 -5.914
30 H 0.505 -2.128 -5.643
31 H 1.089 -0.554 -1.767
32 N -0.658 -0.139 3.035
33 C -1.495 0.311 3.977
34 C -2.331 1.431 3.824
35 C -2.686 2.084 2.628
36 C -1.635 -0.448 5.277
37 H -0.676 -0.856 5.618
38 H -2.358 -1.272 5.163
39 H -2.025 0.237 6.039
40 C -3.935 2.933 2.645
41 H -4.601 2.685 1.807
42 H -3.695 4.005 2.614
43 H -4.467 2.725 3.580
44 N -1.968 1.982 1.522
45 C -0.338 -1.519 2.931
46 C 0.950 -1.971 3.298
47 C 1.979 -1.027 3.838
48 C 1.248 -3.329 3.191
49 H 2.241 -3.664 3.493
50 C 0.296 -4.239 2.732
51 H 0.549 -5.296 2.652
52 C -0.982 -3.790 2.393
53 H -1.744 -4.492 2.057
54 C -1.321 -2.444 2.498
55 C -2.720 -1.990 2.210
56 C -2.231 2.582 0.263
57 C -1.608 3.816 -0.059
58 C -1.026 4.674 1.029
59 C -1.533 4.192 -1.401
60 H -0.996 5.108 -1.661
61 C -2.132 3.411 -2.392
62 H -2.053 3.703 -3.441
63 C -2.851 2.262 -2.054
64 H -3.362 1.677 -2.824
65 C -2.926 1.846 -0.731
66 C -3.668 0.596 -0.375
67 Eu 0.376 1.393 1.369
68 H 2.541 -0.507 3.045
69 H 2.715 -1.606 4.415
70 H 1.566 -0.262 4.508
71 H -2.750 -1.017 1.699
72 H -3.321 -1.899 3.130
73 H -3.223 -2.730 1.572
74 H -0.918 5.706 0.669
75 H -0.020 4.365 1.374
76 H -1.669 4.699 1.920
77 H -4.193 0.670 0.586
78 H -3.004 -0.281 -0.328
79 H -4.418 0.373 -1.147
80 H -2.901 1.716 4.703
81 C 0.945 0.249 -0.853
82 Si 2.009 1.723 -1.402
83 H -0.152 0.424 -0.846
84 H 1.297 -0.342 0.018
85 C 3.710 1.074 -1.776
86 C 2.084 3.086 -0.112
87 C 1.312 2.545 -2.933
88 H 1.846 3.491 -3.116
89 H 0.248 2.787 -2.827
90 H 1.444 1.908 -3.816
91 H 4.316 1.035 -0.862
92 H 4.221 1.715 -2.503
93 H 3.654 0.063 -2.197
94 H 2.418 2.785 0.902
95 H 1.150 3.672 -0.053
96 H 2.860 3.786 -0.463
97 F 1.885 2.194 4.383
98 C 2.149 2.406 3.048
99 F 3.427 1.869 2.840
100 F 2.326 3.786 2.941

Atoms 1-6, force components in eV/Å:
-0.0754 -0.9059 0.5555
-0.2539 -0.0821 -2.1351
-0.1184 0.0414 -0.5085
0.0993 0.1183 0.0175
-0.0889 -0.2253 0.0585
0.0471 -0.0361 0.1816

(4)
Below is a molecular structure, C34H57N3O3SiSr at a distorted geometry, with properties calculated with the ωB97M-V functional and the def2-TZVPD basis.

## Properties
Energy above the lowest of the compared OMol25 structures with the same formula, charge and spin, kcal/mol: 3.3
LUMO, hartree: -0.011
E_HOMO, eV: -6.2

Cartesian coordinates (Å):
1 O 0.413 -2.704 -2.758
2 O -1.078 -1.998 -4.577
3 C 1.777 -2.731 -3.315
4 C 2.740 -3.395 -2.359
5 H 2.033 -1.678 -3.495
6 H 1.741 -3.257 -4.282
7 H 2.827 -2.840 -1.413
8 H 3.733 -3.416 -2.821
9 H 2.451 -4.432 -2.148
10 C -0.173 -4.035 -2.509
11 C -0.161 -4.935 -3.719
12 H -1.192 -3.826 -2.161
13 H 0.404 -4.463 -1.680
14 H -0.591 -4.448 -4.606
15 H -0.771 -5.823 -3.510
16 H 0.853 -5.284 -3.957
17 C -2.535 -1.827 -4.242
18 C -0.546 -1.293 -5.773
19 C -3.279 -3.053 -4.690
20 H -2.854 -0.920 -4.767
21 H -2.568 -1.674 -3.158
22 H -3.203 -3.190 -5.776
23 H -4.339 -2.941 -4.442
24 H -2.911 -3.953 -4.182
25 C -0.948 -2.065 -7.004
26 H 0.536 -1.253 -5.627
27 H -0.966 -0.280 -5.754
28 H -0.714 -3.134 -6.909
29 H -0.394 -1.683 -7.866
30 H -2.017 -1.949 -7.218
31 H -0.413 -2.158 -3.727
32 N 1.695 1.018 1.189
33 C 1.553 2.314 1.444
34 C 0.397 3.066 1.142
35 C -0.924 2.677 0.841
36 C 2.706 3.099 2.027
37 H 3.494 3.240 1.272
38 H 3.142 2.615 2.914
39 H 2.334 4.083 2.326
40 C -1.894 3.804 0.556
41 H -2.688 3.848 1.318
42 H -2.356 3.690 -0.438
43 H -1.357 4.759 0.573
44 N -1.384 1.427 0.838
45 C 2.933 0.326 1.341
46 C 3.824 0.235 0.241
47 C 3.582 0.988 -1.026
48 C 5.000 -0.495 0.355
49 H 5.686 -0.521 -0.497
50 C 5.295 -1.166 1.541
51 H 6.187 -1.789 1.595
52 C 4.457 -1.021 2.648
53 H 4.723 -1.476 3.606
54 C 3.291 -0.267 2.575
55 C 2.468 -0.055 3.806
56 C -2.723 1.098 1.147
57 C -3.661 0.767 0.131
58 C -3.420 1.093 -1.301
59 C -4.916 0.272 0.478
60 H -5.635 0.067 -0.319
61 C -5.236 0.057 1.814
62 H -6.182 -0.424 2.074
63 C -4.361 0.486 2.814
64 H -4.624 0.384 3.872
65 C -3.145 1.089 2.502
66 C -2.327 1.701 3.597
67 Sr 0.051 -0.566 0.208
68 H 3.447 0.303 -1.879
69 H 4.462 1.617 -1.246
70 H 2.699 1.635 -0.987
71 H 1.716 0.726 3.679
72 H 3.103 0.227 4.661
73 H 1.940 -0.977 4.092
74 H -4.052 0.456 -1.937
75 H -2.382 0.959 -1.627
76 H -3.710 2.139 -1.519
77 H -1.251 1.541 3.467
78 H -2.607 1.226 4.549
79 H -2.520 2.780 3.712
80 H 0.560 4.147 1.161
81 C 0.269 0.554 -2.298
82 Si 0.460 2.206 -3.106
83 H 1.136 -0.133 -2.305
84 H -0.654 -0.029 -2.473
85 C 1.692 2.142 -4.536
86 C 1.066 3.651 -2.055
87 C -1.208 2.750 -3.800
88 H -1.754 1.910 -4.251
89 H -1.047 3.506 -4.583
90 H -1.851 3.202 -3.031
91 H 2.661 1.712 -4.241
92 H 1.886 3.157 -4.916
93 H 1.298 1.542 -5.370
94 H 1.898 3.407 -1.384
95 H 0.259 4.078 -1.447
96 H 1.423 4.447 -2.727
97 O -1.191 -1.464 4.546
98 C -0.928 -1.553 3.381
99 N -0.661 -1.653 2.199

Atoms 1-6, force components in eV/Å:
-0.1460 -0.3568 -0.4730
-0.5740 0.3193 -0.0429
-0.2805 -0.0062 0.0591
0.1862 0.0068 0.0870
-0.2055 -0.2598 0.1395
0.0306 0.1426 0.2569

Question: Which formula does entry 2 have?
Answer: C34H57CdN3O3Si